(1)
Computed, not measured: a single C19H20Cl2N2O2 molecule, with ωB97M-V/def2-TZVPD.

Geometry as XYZ:
```
45
Properties=species:S:1:pos:R:3
C 4.852 0.004 1.948
C 4.350 -0.160 0.529
O 5.061 -0.473 -0.405
N 3.027 0.065 0.403
H 2.457 0.353 1.188
C 2.328 -0.014 -0.865
C 1.489 -1.277 -0.897
C 0.104 -1.295 -0.837
C -0.585 -2.497 -0.823
C 0.102 -3.696 -0.871
C 1.486 -3.689 -0.932
C 2.172 -2.490 -0.945
H 3.251 -2.481 -0.991
H 2.031 -4.620 -0.971
H -0.438 -4.632 -0.859
H -1.664 -2.490 -0.771
H -0.460 -0.378 -0.794
H 3.112 -0.107 -1.630
C 1.555 1.292 -1.115
C 0.546 1.605 -0.023
O 0.746 1.402 1.161
N -0.590 2.186 -0.470
H -0.760 2.272 -1.460
C -1.730 2.390 0.403
C -2.604 1.150 0.438
C -2.873 0.542 1.660
C -3.633 -0.608 1.758
C -4.141 -1.181 0.604
C -3.892 -0.608 -0.632
C -3.128 0.546 -0.703
Cl -2.850 1.187 -2.290
H -4.283 -1.057 -1.532
Cl -5.083 -2.623 0.692
H -3.823 -1.061 2.718
H -2.464 0.981 2.557
C -2.511 3.636 -0.005
H -1.858 4.504 0.019
H -2.917 3.530 -1.007
H -3.333 3.795 0.688
H -1.313 2.532 1.406
H 2.280 2.110 -1.134
H 1.067 1.242 -2.089
H 4.422 -0.772 2.578
H 4.560 0.974 2.343
H 5.935 -0.086 1.961
```

The calculation puts the largest force on an atom at 0.671 eV/A. The structure (SMILES) is CC(=O)N[C@H](CC(=O)N[C@@H](C)c1ccc(Cl)cc1Cl)c1ccccc1. Its spin multiplicity is 1. For the energy relative to the best compared isomer or geometry (same formula, charge and spin), the calculation gives 0.0 kJ/mol.

Atom charges from the Mulliken analysis, given in e for atoms 1 to 2: -1.27, 0.83



(2)
Computed, not measured: a single C5H4 molecule, with ωB97M-V/def2-TZVPD.

Geometry as XYZ:
```
9
Properties=species:S:1:pos:R:3
C -1.263 -1.367 -0.976
C -0.218 -0.760 -0.496
C 0.743 -0.241 0.232
C 0.696 1.107 0.711
C 0.651 2.242 1.114
H -1.534 -1.477 -2.021
H -1.900 -1.810 -0.217
H 1.573 -0.878 0.529
H 0.607 3.251 1.456
```

The calculation puts the largest force on an atom at 0.566 eV/A. The structure (SMILES) is C#CC=C=C. Its spin multiplicity is 1. For the energy relative to the best compared isomer or geometry (same formula, charge and spin), the calculation gives 21.1 kJ/mol.

Atom charges from the Mulliken analysis, given in e for atoms 1 to 2: -0.58, 0.20



(3)
Computed, not measured: 2 unconnected molecules or ions with the total composition C4H11NO2 at a distorted geometry, with ωB97M-V/def2-TZVPD.

Geometry as XYZ:
```
18
Properties=species:S:1:pos:R:3
N -1.431 2.039 -0.638
C -1.974 0.804 -0.515
C -0.910 -0.195 -1.068
C 0.554 0.169 -1.283
C -0.965 -1.262 0.031
O -3.193 0.783 -0.109
H -0.596 2.098 -1.130
H -2.005 2.745 -0.326
H -1.345 -0.639 -1.951
H 0.715 0.513 -2.306
H 1.121 0.845 -0.537
H 1.153 -0.776 -1.253
H -0.440 -2.264 -0.148
H -1.908 -1.639 -0.024
H -0.629 -0.874 1.056
H 3.942 -0.464 2.675
H 3.609 -0.880 4.122
O 4.303 -1.002 3.404
```

The calculation puts the largest force on an atom at 4.729 eV/A. The structure (SMILES) is CC(C)C(N)=O.O. Its spin multiplicity is 1. For the energy relative to the best compared isomer or geometry (same formula, charge and spin), the calculation gives 169.2 kJ/mol.

Atom charges from the Mulliken analysis, given in e for atoms 1 to 2: -0.31, 0.36



(4)
Computed, not measured: a single CClNS2 molecule at a distorted geometry, with ωB97M-V/def2-TZVPD.

Geometry as XYZ:
```
5
Properties=species:S:1:pos:R:3
C -0.120 1.195 -0.312
N -1.215 1.519 -0.182
S 1.342 0.356 -0.519
S 0.526 -1.682 -0.285
Cl -0.533 -1.388 1.299
```

The calculation puts the largest force on an atom at 2.399 eV/A. The structure (SMILES) is N#CSSCl. Its spin multiplicity is 1. For the energy relative to the best compared isomer or geometry (same formula, charge and spin), the calculation gives 25.5 kJ/mol.

Atom charges from the Mulliken analysis, given in e for atoms 1 to 2: 0.36, -0.32



(5)
Computed, not measured: 2 unconnected molecules or ions with the total composition C2H8N4 at a distorted geometry, with ωB97M-V/def2-TZVPD.

Geometry as XYZ:
```
14
Properties=species:S:1:pos:R:3
N -1.602 -0.677 -0.156
C -0.994 -1.590 -0.938
N 0.260 -1.573 -1.207
H -1.104 0.156 0.172
H -2.418 -0.921 0.374
H -1.635 -2.434 -1.190
H 0.499 -2.455 -1.653
N 1.539 0.493 0.618
C 0.943 1.677 0.809
N -0.319 1.919 0.683
H 1.059 -0.322 0.250
H 2.510 0.384 0.843
H 1.660 2.473 1.053
H -0.399 2.871 0.343
```

The calculation puts the largest force on an atom at 1.361 eV/A. The structure (SMILES) is [H]/N=C/N.[H]/N=C/N. Its spin multiplicity is 1. For the energy relative to the best compared isomer or geometry (same formula, charge and spin), the calculation gives 34.4 kJ/mol.

Atom charges from the Mulliken analysis, given in e for atoms 1 to 2: -0.35, 0.10



(6)
Computed, not measured: a molecular structure, C18H25N4OPd at a distorted geometry, with ωB97M-V/def2-TZVPD.

Geometry as XYZ:
```
49
Properties=species:S:1:pos:R:3
Pd 0.528 -0.610 -0.053
C 7.091 -0.032 -0.244
C 5.615 -0.215 -0.050
C 5.017 -1.473 0.027
C 3.662 -1.584 0.271
N 2.845 -0.526 0.427
C 3.417 0.687 0.328
C 4.759 0.884 0.093
H 7.588 -0.993 -0.368
H 7.531 0.475 0.617
H 7.300 0.583 -1.121
H 5.608 -2.373 -0.081
H 3.211 -2.566 0.350
H 2.742 1.529 0.427
H 5.153 1.891 0.036
C 0.292 3.809 0.122
C -0.397 2.422 0.076
C -1.387 2.362 -1.109
C -1.179 2.245 1.399
O 0.596 1.487 -0.053
H -0.439 4.609 0.205
H 0.889 3.949 -0.775
H 0.957 3.838 0.983
H -2.221 3.048 -0.958
H -1.757 1.338 -1.188
H -0.874 2.621 -2.035
H -1.982 2.976 1.480
H -0.490 2.377 2.233
H -1.594 1.237 1.438
N 0.932 -2.346 -1.170
C 0.935 -3.435 -0.724
N 1.174 -4.571 -0.266
C 0.621 -5.722 -0.200
N 0.272 -6.818 -0.073
C -4.859 -2.160 -0.145
C -4.225 -0.770 -0.005
C -4.691 -0.088 1.292
C -4.642 0.088 -1.206
C -2.762 -0.882 0.049
C -1.558 -0.923 0.192
H -5.946 -2.076 -0.135
H -4.541 -2.814 0.665
H -4.553 -2.615 -1.086
H -5.768 0.090 1.271
H -4.181 0.869 1.409
H -4.447 -0.710 2.153
H -5.728 0.183 -1.225
H -4.313 -0.377 -2.133
H -4.202 1.081 -1.142
```

The calculation puts the largest force on an atom at 1.531 eV/A. Its total charge is -1. Its spin multiplicity is 3. For the energy relative to the best compared isomer or geometry (same formula, charge and spin), the calculation gives 61.8 kJ/mol.

Atom charges from the Mulliken analysis, given in e for atoms 1 to 2: 0.20, -1.33



(7)
Computed, not measured: a molecular structure, C4H9NO2 at a distorted geometry, with ωB97M-V/def2-TZVPD.

Geometry as XYZ:
```
16
Properties=species:S:1:pos:R:3
C 0.115 0.281 0.559
C 1.474 -0.040 1.117
C -0.990 0.579 1.533
C -0.423 -0.117 -2.843
O -0.346 -1.619 -1.173
O -0.432 -1.510 0.246
N -0.108 -0.392 -1.642
H 0.192 1.098 -0.158
H 1.908 0.877 1.537
H 1.405 -0.810 1.882
H 2.140 -0.395 0.329
H -1.949 0.629 1.015
H -1.054 -0.195 2.295
H -0.805 1.562 1.982
H -0.822 -0.859 -3.530
H -0.305 0.911 -3.151
```

The calculation puts the largest force on an atom at 3.387 eV/A. Its spin multiplicity is 1. For the energy relative to the best compared isomer or geometry (same formula, charge and spin), the calculation gives 754.1 kJ/mol.

Atom charges from the Mulliken analysis, given in e for atoms 1 to 2: 0.70, -1.15



(8)
Computed, not measured: a gas-phase ion, C2H7N (charge +1) at a distorted geometry, with ωB97M-V/def2-TZVPD.

Geometry as XYZ:
```
10
Properties=species:S:1:pos:R:3
C -1.073 -0.203 0.699
C 0.331 0.439 0.265
N 0.754 -0.217 -0.921
H -1.057 -0.186 1.794
H -1.846 0.406 0.262
H -1.054 -1.283 0.573
H 0.178 1.509 0.145
H 1.007 0.192 1.078
H 0.588 0.293 -1.799
H 1.636 -0.722 -0.945
```

The calculation puts the largest force on an atom at 2.423 eV/A. Its total charge is +1. Its spin multiplicity is 2. For the energy relative to the best compared isomer or geometry (same formula, charge and spin), the calculation gives 3.1 kJ/mol.

Atom charges from the Mulliken analysis, given in e for atoms 1 to 2: -0.89, -0.26



(9)
Computed, not measured: a single C6H10O2 molecule at a distorted geometry, with ωB97M-V/def2-TZVPD.

Geometry as XYZ:
```
18
Properties=species:S:1:pos:R:3
C 1.403 0.838 0.365
C 1.599 -0.623 -0.363
C -0.732 -1.010 0.149
C -1.213 0.110 1.147
C -0.942 1.021 -0.096
C -1.243 -0.302 -1.059
H 1.283 0.686 1.438
H 2.369 1.337 0.356
H 2.657 -1.102 0.274
H 1.638 -0.488 -1.532
H -1.308 -1.804 0.494
H -2.394 -0.186 1.476
H -0.783 0.129 1.969
H -1.396 1.980 -0.665
H -2.346 -0.539 -1.687
H -0.512 -0.294 -1.891
O 0.594 -1.490 0.163
O 0.351 1.500 -0.299
```

The calculation puts the largest force on an atom at 9.517 eV/A. The structure (SMILES) is C1CO[C@H]2C[C@H](C2)O1. Its spin multiplicity is 1. For the energy relative to the best compared isomer or geometry (same formula, charge and spin), the calculation gives 598.8 kJ/mol.

Atom charges from the Mulliken analysis, given in e for atoms 1 to 2: -0.50, -0.34